Molecular formula: C10H6O2
Method: DFT, ωB97M-V/def2-TZVPD

Each line ends with the natural charge from an NBO analysis.
Geometry (Å):
C -0.312 -0.762 2.399  0.412
C -0.412 -1.960 1.605  -0.305
C -0.236 -1.794 0.289  -0.072
C -0.117 -0.387 -0.444  -0.089
C -0.226 -0.515 -1.722  -0.168
C -0.028 0.740 -2.481  -0.199
C 0.400 1.850 -1.732  -0.222
C 0.200 1.954 -0.284  -0.111
C 0.015 0.723 0.360  -0.137
C 0.168 0.490 1.798  0.445
H -0.549 -2.803 2.212  0.245
H -0.458 -2.536 -0.447  0.205
H -0.282 -1.567 -2.301  0.233
H 0.482 0.398 -3.583  0.237
H 0.717 2.840 -2.079  0.230
H 0.206 2.837 0.307  0.237
O -0.633 -0.693 3.639  -0.479
O 1.065 1.185 2.464  -0.462

Computed properties:
**E**: -14558.2307 eV
**E_HOMO**: -9.76 eV
**Total charge**: 0
**Relative energy (zero: lowest compared OMol25 entry of this formula, charge and spin)**: 2.7300 eV
**SMILES**: O=C1C=Cc2ccccc2C1=O
**2S+1**: 1